[1]
78
Properties=species:S:1:pos:R:3:forces:R:3:mulliken_charge:R:1 method="wB97M-V/def2-TZVPD" max_force_ev_per_a=4.08 multiplicity=2 e_tot_ha=-2533.307916 charge=+1
Ir -0.1663 -1.0763 -0.0442 -2.404 -2.579 -1.640 1.47
F 0.0009 -3.9159 1.3302 0.171 1.162 -0.417 -0.21
C 0.8279 -2.8375 1.1030 0.210 0.697 -0.752 0.26
F 1.8984 -3.3508 0.4126 -0.768 0.677 0.181 -0.28
C 1.3514 -2.3769 2.4812 0.106 0.886 0.775 0.59
F 1.7702 -1.0891 2.4126 0.114 -0.243 -0.327 -0.22
F 2.3571 -3.0867 2.9750 -0.153 -0.210 -0.390 -0.26
F 0.3688 -2.3760 3.3984 -0.167 -0.248 -0.190 -0.23
C -1.8455 1.8232 4.4529 0.125 -0.183 -0.054 -0.72
C -0.5075 1.5811 3.7687 -0.092 0.171 0.282 -0.66
N -0.7518 0.7280 2.6289 0.257 -0.010 -0.283 0.16
C -1.6633 -0.2650 2.6222 0.462 0.248 -0.392 0.52
N -1.6889 -1.0436 1.5528 1.565 0.503 -0.660 -0.62
C -2.6374 -2.1380 1.4944 -0.136 -0.489 -0.299 0.03
C -2.9516 -2.6650 2.8879 0.054 0.271 -0.144 -0.92
C -3.4663 -1.4900 3.7031 -0.213 -0.435 -0.124 -0.78
N -2.5128 -0.3954 3.6508 0.147 -0.011 -0.253 0.19
C -2.4597 0.4780 4.8098 0.068 0.477 0.274 -0.72
H -2.5103 2.3493 3.7670 -0.004 0.085 0.000 0.32
H -1.7178 2.4304 5.3460 -0.013 -0.018 0.046 0.38
H 0.2011 1.1121 4.4631 -0.031 0.105 -0.049 0.31
H -0.0767 2.5152 3.4050 0.003 -0.075 0.084 0.38
H -0.0690 0.7062 1.8733 -0.300 -0.039 0.326 -0.18
H -2.2110 -2.9265 0.8710 -0.094 -0.031 0.043 -0.34
H -3.5623 -1.8008 1.0079 0.076 -0.024 -0.059 0.33
H -2.0504 -3.0795 3.3393 0.009 -0.011 0.030 0.34
H -3.6978 -3.4540 2.8250 -0.077 0.010 0.026 0.40
H -3.5977 -1.7664 4.7500 -0.011 0.028 -0.021 0.56
H -4.4350 -1.1547 3.3079 0.082 -0.042 0.148 0.26
H -1.8848 -0.0056 5.6072 -0.054 -0.004 -0.001 0.32
H -3.4810 0.6207 5.1687 0.037 -0.060 -0.013 0.46
N 4.2448 2.6425 -4.6608 0.255 0.202 -0.283 -0.46
C 3.6410 2.1663 -3.8122 0.177 0.142 -0.276 -0.14
C 2.8622 1.5529 -2.7992 -0.385 -0.301 0.582 0.51
C 2.0354 2.3253 -1.9859 0.063 -0.265 -0.018 -0.70
C 1.2205 1.7077 -1.0493 -0.521 -0.065 0.560 -0.09
C 1.2464 0.3286 -0.8930 -0.480 -1.579 0.426 0.34
C 2.1305 -0.4322 -1.6623 0.007 -0.222 0.194 -0.41
C 2.9208 0.1702 -2.6253 -0.097 0.222 0.036 -0.95
H 2.0217 3.4001 -2.0912 -0.032 0.033 -0.036 0.48
H 0.5662 2.3251 -0.4477 -0.082 -0.009 0.005 0.51
H 2.2242 -1.5065 -1.5261 -0.091 0.076 0.009 0.33
H 3.5786 -0.4216 -3.2432 0.060 -0.051 -0.015 0.49
N -1.2287 -1.5348 -1.6799 2.423 1.794 2.757 -0.34
P -2.2829 -2.3649 -2.5035 -0.574 -0.475 -0.487 0.79
C -2.2602 -4.0581 -1.8675 -0.120 0.612 -0.248 0.45
C -1.0151 -4.6702 -1.9789 -0.106 -0.039 -0.016 -0.66
C -0.8272 -5.9247 -1.4384 0.093 -0.026 0.014 -0.74
C -1.8795 -6.5577 -0.7931 -0.086 -0.027 0.030 -0.51
C -3.1100 -5.9322 -0.6687 -0.050 -0.084 0.138 -0.71
C -3.3065 -4.6651 -1.1924 0.038 0.055 -0.169 -0.38
C -1.8282 -2.4560 -4.2595 -0.017 0.053 0.750 0.61
C -1.0227 -1.4443 -4.7662 0.026 -0.004 0.034 -0.44
C -0.6134 -1.5014 -6.0861 0.018 0.059 -0.062 -0.74
C -1.0397 -2.5460 -6.8915 0.010 0.017 -0.045 -0.51
C -1.8633 -3.5402 -6.3845 -0.037 -0.037 -0.065 -0.74
C -2.2502 -3.5128 -5.0563 0.049 0.096 -0.023 -0.34
C -3.9353 -1.5949 -2.4441 0.571 -0.209 0.174 0.51
C -5.0203 -2.1073 -3.1464 -0.050 0.029 0.092 -0.27
C -6.2132 -1.4014 -3.1543 -0.026 -0.086 -0.117 -0.74
C -6.3047 -0.1726 -2.5172 0.064 0.007 0.024 -0.52
C -5.2223 0.3320 -1.8127 -0.101 0.044 -0.031 -0.77
C -4.0415 -0.3873 -1.7627 0.089 -0.073 0.093 -0.43
H -0.2152 -4.1392 -2.4789 0.120 -0.114 -0.028 0.44
H 0.1361 -6.4042 -1.5074 0.103 -0.087 -0.030 0.46
H -1.7384 -7.5448 -0.3811 0.016 -0.097 0.060 0.43
H -3.9171 -6.4267 -0.1525 -0.096 -0.095 0.063 0.46
H -4.2535 -4.1534 -1.0855 -0.094 -0.026 -0.003 0.51
H -0.7123 -0.6353 -4.1170 0.068 0.013 -0.003 0.40
H 0.0388 -0.7370 -6.4853 -0.014 0.033 -0.024 0.44
H -0.7240 -2.5867 -7.9227 0.016 -0.018 -0.097 0.41
H -2.1982 -4.3410 -7.0248 0.003 -0.111 -0.064 0.42
H -2.8565 -4.3090 -4.6450 -0.024 -0.050 0.011 0.38
H -4.9365 -3.0394 -3.6881 -0.020 -0.068 -0.038 0.41
H -7.0716 -1.7992 -3.6763 -0.006 -0.011 -0.078 0.43
H -7.2168 0.3998 -2.5874 -0.113 0.012 0.063 0.41
H -5.2959 1.2920 -1.3216 -0.001 0.025 0.050 0.45
H -3.1835 -0.0246 -1.2103 -0.013 0.094 -0.051 0.35



[2]
11
Properties=species:S:1:pos:R:3:forces:R:3:mulliken_charge:R:1 method="wB97M-V/def2-TZVPD" smiles="[H]/N=C/[C@H]1N=C1N" max_force_ev_per_a=0.54 e_tot_ha=-281.510240
N 1.0805 -0.7915 1.7300 -0.085 0.047 -0.006 -0.44
C 0.8762 0.0209 0.6767 0.110 0.437 -0.079 0.22
N 1.0139 1.2029 0.2690 0.056 -0.428 0.326 -0.56
N -1.7848 0.8979 -0.5348 0.148 -0.287 -0.309 -0.57
C -0.9059 0.2386 -1.1724 -0.127 0.108 0.135 -0.15
C 0.5099 0.1498 -0.7119 -0.061 -0.148 -0.286 0.06
H 0.6693 -1.7095 1.7171 -0.009 0.125 -0.025 0.24
H 1.2162 -0.3660 2.6348 -0.021 -0.018 -0.099 0.25
H -2.6755 0.8638 -1.0337 0.086 -0.008 0.122 0.25
H -1.1118 -0.2913 -2.1151 -0.007 0.122 0.128 0.34
H 1.2146 -0.1752 -1.4811 -0.091 0.049 0.094 0.36



[3]
94
Properties=species:S:1:pos:R:3:forces:R:3:mulliken_charge:R:1 method="wB97M-V/def2-TZVPD" max_force_ev_per_a=4.96 e_tot_ha=-3246.755059 charge=+2
In 1.2870 0.5218 -9.7223 0.079 0.080 0.244 0.99
O 0.7339 -3.1090 -3.5750 -0.584 2.067 2.470 -0.53
C 0.5685 -2.1206 -2.8681 0.738 -2.591 -2.548 0.47
O 0.2335 -1.9989 -1.5927 0.706 -0.872 -0.995 -0.43
B 0.1961 -0.5983 -1.2859 0.654 0.572 1.325 0.98
O 0.4240 0.1421 -2.4947 0.526 0.349 -0.625 -0.29
C 0.7270 -0.6895 -3.4848 0.497 0.928 -3.367 0.73
O 1.0035 -0.4406 -4.6677 -0.949 -0.625 4.244 -0.60
O 1.1559 -0.2102 -0.1345 0.615 -0.647 -0.989 -0.42
C 0.5072 0.0183 0.9435 2.432 1.593 4.020 0.71
O 0.9543 0.3005 2.0738 -1.197 -0.998 -3.168 -0.58
C -0.9771 0.0485 0.6144 -4.146 0.481 0.951 0.67
O -1.0407 -0.3030 -0.6591 -2.371 0.760 1.004 -0.49
O -1.9212 0.3469 1.3594 3.102 -0.964 -2.349 -0.54
C 4.2112 -4.0649 -1.0680 0.155 0.961 0.559 -0.74
C 4.6464 -2.7165 -1.5992 -0.080 0.169 -0.462 0.37
N 4.9973 -1.6712 -1.9743 -0.689 -1.848 0.697 -0.42
H 3.3488 -4.5581 -1.5164 0.280 0.420 -0.794 0.28
H 3.8538 -3.8998 -0.0516 0.269 0.150 0.206 0.21
H 5.0498 -4.7583 -1.0034 -0.006 0.165 -0.228 0.32
C 6.8295 2.9179 -4.8177 -0.225 -0.693 -0.334 -0.69
C 5.8587 2.1755 -5.6589 2.504 2.363 2.270 0.24
N 5.1284 1.6929 -6.3611 -2.263 -1.653 -2.091 -0.32
H 6.4595 2.9998 -3.7957 0.075 -0.061 -0.096 0.23
H 7.0333 3.9111 -5.2177 -0.201 -0.116 -0.085 0.28
H 7.7554 2.3432 -4.8416 0.043 0.118 0.237 0.26
C 4.3256 4.2167 1.5223 -1.105 1.305 -0.658 -0.63
C 3.4645 5.4144 1.1758 2.975 -2.728 1.334 0.27
N 2.8365 6.2846 0.8316 -1.731 2.091 -0.754 -0.38
H 3.8083 3.7104 2.3372 0.170 -0.490 -0.386 0.21
H 5.3593 4.4129 1.8073 -0.272 0.572 0.050 0.31
H 4.3589 3.7183 0.5534 -0.063 -0.799 0.425 0.23
C 0.9061 5.3192 -3.4560 -0.287 -1.370 -2.147 -0.61
C 1.0027 4.5005 -4.7284 0.666 -1.002 -2.242 0.31
N 1.0794 3.9493 -5.7670 -0.333 1.513 3.117 -0.46
H 0.1449 4.7845 -2.8877 0.140 0.464 0.467 0.20
H 0.5432 6.2653 -3.8576 0.073 0.253 0.721 0.27
H 1.8803 5.3726 -2.9700 -0.285 0.113 0.032 0.31
C 2.3560 -4.6335 4.3794 1.390 -0.270 0.279 -0.53
C 3.4240 -5.5000 4.5576 -0.739 -2.074 0.544 -0.42
C 3.1545 -6.9223 4.6239 0.032 0.312 -0.381 -0.22
C 1.8589 -7.3732 4.4312 -0.084 -0.182 0.213 0.21
C 0.8457 -6.4874 4.2913 -1.500 -1.056 -0.680 -0.31
C 1.0851 -5.1512 4.1786 -0.139 1.932 0.630 -0.42
N 1.4777 -8.8116 4.4679 -0.799 -1.613 1.794 0.89
O 0.3146 -9.1719 4.7952 2.451 1.602 -1.188 -0.53
O 2.4001 -9.5891 4.3173 -0.377 0.390 -0.319 -0.52
H 2.5966 -3.5921 4.5342 -0.490 0.250 -0.477 0.41
H 4.4346 -5.1937 4.7841 -0.060 0.277 -0.117 0.44
H 3.8775 -7.6905 4.8551 0.469 0.273 -0.103 0.44
H -0.1562 -6.8880 4.2451 -0.143 0.082 -0.049 0.45
H 0.2414 -4.4813 4.1030 -0.019 0.094 -0.150 0.42
C -6.3002 -5.6524 0.3465 1.066 2.022 0.249 -0.37
C -6.1679 -6.9907 0.4270 0.458 -1.811 -1.007 -0.43
C -4.9466 -7.6217 0.0261 0.405 -0.191 0.893 -0.26
C -3.8389 -6.8554 -0.1907 0.408 2.645 -0.046 0.32
C -3.9136 -5.4356 -0.1560 -0.885 0.100 0.022 -0.50
C -5.1561 -4.8308 0.1181 -1.508 -1.402 -0.343 -0.38
N -2.5143 -7.4227 -0.5178 0.353 1.857 -3.848 0.86
O -1.7896 -6.8121 -1.3756 -1.811 -0.794 2.614 -0.51
O -2.3113 -8.5165 -0.1367 0.734 -1.916 1.181 -0.51
H -7.2706 -5.2030 0.4974 0.031 0.133 0.122 0.37
H -7.0282 -7.5992 0.6637 0.047 -0.172 0.007 0.38
H -4.7987 -8.6908 -0.0137 -0.375 -0.145 0.068 0.43
H -3.1090 -4.7585 -0.4020 0.425 -0.473 0.006 0.58
H -5.3764 -3.7765 0.0395 0.664 0.172 0.092 0.39
C 1.2271 5.5253 5.1920 -0.434 0.240 0.592 -0.52
C 0.6585 6.7278 4.7129 0.385 -0.921 0.457 -0.23
C -0.6926 6.7472 4.3708 -0.360 -0.603 -1.251 -0.34
C -1.4192 5.5545 4.3944 0.439 0.529 1.257 0.12
C -0.9365 4.4587 5.0737 0.782 -0.863 0.286 -0.21
C 0.3990 4.4522 5.4832 0.744 0.522 -0.457 -0.39
N -2.7781 5.4437 3.9165 -0.256 -0.158 0.033 1.00
O -3.1271 6.3816 3.2045 -0.816 -1.534 0.594 -0.56
O -3.3778 4.4134 4.2784 0.043 2.288 -1.351 -0.57
H 2.2607 5.3926 5.4758 0.169 0.538 -0.163 0.44
H 1.1968 7.6561 4.5915 0.345 -0.170 0.060 0.40
H -1.0553 7.6515 3.9049 -0.472 -0.100 0.136 0.41
H -1.4906 3.5550 5.2806 -0.430 0.281 -0.277 0.43
H 0.8224 3.5862 5.9702 -0.118 -0.082 0.015 0.38
C -4.4011 5.7872 -2.4451 0.272 0.358 0.763 -0.42
C -4.4286 4.5169 -1.9147 -0.348 -1.294 -1.161 -0.55
C -4.1076 3.4379 -2.7715 -0.215 -0.645 1.763 -0.11
C -3.6176 3.6055 -4.0182 0.342 1.584 -1.134 -0.04
C -3.5277 4.9100 -4.5385 0.615 0.748 0.549 -0.23
C -3.9175 6.0195 -3.7223 0.177 -1.399 -0.132 -0.45
N -3.2024 2.3931 -4.7444 -0.342 -2.174 -2.432 1.01
O -3.4578 1.3019 -4.2219 0.515 1.556 -0.035 -0.57
O -2.7487 2.4454 -5.9087 -0.566 1.025 2.385 -0.57
H -4.6540 6.6196 -1.8051 -0.085 0.149 -0.058 0.39
H -4.7614 4.2250 -0.9296 -0.037 0.536 0.150 0.44
H -4.1942 2.4175 -2.4284 -0.030 0.017 0.239 0.49
H -3.0163 5.1426 -5.4609 -0.212 -0.355 -0.284 0.46
H -3.7750 7.0556 -3.9916 -0.019 -0.146 -0.604 0.39